No. 1
ORCA calculation (wB97M-V/def2-TZVPD) on a structure of composition C46H59F3N2OPPtSSb2.

Output
- HOMO level (alpha / beta) (eV) = -15.21 / -15.98
- strongest force on any atom (hartree/bohr) = 0.0175
- LUMO level (alpha / beta) (eV) = -6.60 / -10.22
- multiplicity = 5
- <S²> = 6.025
- total charge = +3

Geometry as XYZ:
```
116
Properties=species:S:1:pos:R:3:forces:R:3:mulliken_charge:R:1
Pt 1.23905 0.89995 0.61097 -0.62 0.19 0.62 4.133
F -0.75199 2.47780 5.28320 0.03 0.08 0.01 -0.155
C 0.54488 2.78094 5.48767 0.05 0.01 -0.08 0.477
F 0.74989 2.88378 6.79343 -0.05 0.02 0.01 -0.288
F 0.77576 3.97529 4.92489 -0.03 -0.09 0.03 -0.222
C 1.42479 1.70993 4.87691 -0.10 0.01 -0.26 -0.294
C 2.30443 0.98075 5.65933 0.00 0.04 0.02 -0.523
C 3.08508 0.00219 5.06587 0.05 -0.05 0.02 -1.289
C 2.94051 -0.23807 3.70911 -0.06 -0.09 -0.01 -0.369
N 2.07986 0.44240 2.95371 0.11 0.09 -0.04 0.609
C 1.35725 1.42022 3.51048 0.15 -0.06 0.41 0.466
S 0.39351 2.29458 2.34361 0.29 -0.19 -0.38 -0.580
H 2.38202 1.19286 6.71791 0.00 -0.04 -0.02 0.612
H 3.79078 -0.57565 5.64732 -0.02 0.01 -0.03 0.532
H 3.51563 -1.01045 3.21392 -0.04 0.04 0.05 0.218
C -0.34137 -2.18684 -1.70877 0.06 -0.02 -0.06 -0.378
C -1.25758 -2.81603 -0.66026 -0.05 0.03 0.18 -0.430
C -0.74307 -2.74561 0.78654 0.08 0.21 -0.13 -1.288
Sb -0.76747 -0.79224 1.73110 -0.31 -0.21 -0.48 -0.871
C -2.80055 -0.26459 1.44834 0.27 0.12 -0.03 0.927
C -3.18258 1.07114 1.36479 -0.05 -0.10 -0.01 0.108
C -4.53088 1.39964 1.28220 0.03 0.02 0.01 -0.700
C -5.48864 0.39407 1.27558 0.01 0.00 -0.01 -0.637
C -5.10504 -0.93938 1.36428 0.01 -0.02 -0.03 -0.825
C -3.76031 -1.27538 1.45352 -0.06 0.09 -0.01 -0.648
C -0.79165 -1.28403 3.78435 0.20 0.07 -0.26 1.098
C -0.04929 -2.36784 4.25152 -0.04 0.08 0.03 -0.620
C -0.19906 -2.76882 5.57215 0.06 0.01 -0.01 -0.730
C -1.06632 -2.08035 6.41255 -0.01 0.05 0.01 -0.644
C -1.78947 -0.99023 5.94174 0.03 0.03 0.02 -0.733
C -1.65281 -0.58051 4.62205 0.06 -0.08 0.04 -0.571
Sb -1.30263 -2.21563 -3.64904 -0.52 -0.09 0.36 1.213
C -2.44291 -3.98903 -3.74308 0.30 0.32 -0.15 0.486
C -1.81576 -5.23114 -3.61658 -0.09 0.04 0.02 -0.597
C -2.59438 -6.37465 -3.65658 0.01 -0.01 -0.01 -0.575
C -3.96871 -6.27371 -3.85617 0.00 0.02 -0.02 -0.501
C -4.57867 -5.03195 -3.99958 0.01 -0.01 0.00 -0.651
C -3.81700 -3.87388 -3.96748 0.08 -0.14 0.08 -0.202
C -2.73260 -0.66053 -3.63557 0.31 -0.16 -0.13 -0.281
C -3.41377 -0.38592 -4.82282 -0.03 0.03 0.07 -0.698
C -4.42153 0.56766 -4.81930 0.00 0.01 0.06 -0.655
C -4.72926 1.24571 -3.64370 -0.01 -0.01 -0.03 -0.705
C -4.03830 0.97277 -2.46834 0.03 0.01 0.05 -0.379
C -3.02331 0.02517 -2.45792 0.00 0.04 -0.06 0.661
H 0.60510 -2.72216 -1.80878 -0.02 0.03 0.04 0.566
H -0.12277 -1.13631 -1.49816 0.01 0.08 -0.06 -0.391
H -1.39888 -3.87512 -0.88921 -0.05 0.02 -0.08 0.555
H -2.24663 -2.35289 -0.71465 -0.05 -0.07 0.05 0.242
H 0.27280 -3.13392 0.87644 -0.03 -0.06 -0.01 0.666
H -1.39878 -3.34783 1.41850 0.11 -0.01 0.09 0.576
H -2.43524 1.85500 1.38546 -0.04 0.00 0.00 -0.111
H -4.83163 2.43979 1.23563 0.00 -0.05 0.01 0.489
H -6.53880 0.65026 1.21007 0.04 -0.02 0.02 0.445
H -5.85494 -1.72040 1.37721 0.02 0.03 0.00 0.482
H -3.48079 -2.31867 1.54909 -0.01 0.02 0.00 0.396
H 0.63078 -2.90564 3.59836 -0.04 -0.02 0.02 0.366
H 0.35720 -3.62080 5.94340 -0.02 0.04 0.00 0.481
H -1.17819 -2.39433 7.44294 -0.02 0.00 -0.05 0.444
H -2.46777 -0.45993 6.59876 0.04 -0.02 -0.01 0.484
H -2.22119 0.26865 4.26015 -0.03 -0.04 -0.01 0.379
H -0.74260 -5.31404 -3.48759 -0.02 0.01 -0.01 0.427
H -2.12776 -7.34481 -3.54853 -0.03 0.00 -0.02 0.425
H -4.56663 -7.17367 -3.91993 0.01 0.02 0.05 0.419
H -5.64830 -4.96125 -4.14529 0.01 -0.03 -0.03 0.427
H -4.29083 -2.90877 -4.08753 0.00 0.00 -0.01 0.383
H -3.17259 -0.90895 -5.74204 -0.03 0.01 0.03 0.501
H -4.96998 0.77420 -5.72931 0.03 0.03 0.02 0.464
H -5.51391 1.99347 -3.64590 0.03 -0.07 0.00 0.457
H -4.29179 1.48788 -1.54868 0.01 -0.01 -0.08 0.428
H -2.48598 -0.17255 -1.53620 -0.01 0.03 -0.01 0.002
C -0.67753 5.32270 -2.58237 -0.06 -0.10 0.05 -1.129
N -0.25102 3.92294 -2.43464 -0.04 -0.01 -0.03 0.354
C 0.09152 3.24209 -3.68100 -0.02 0.04 0.08 -0.818
C -0.28932 3.28442 -1.26637 -0.19 0.00 -0.15 0.307
C -0.89125 4.03452 -0.10995 0.14 0.01 0.01 -0.754
O 0.10763 2.09196 -1.15304 0.10 -0.13 0.09 -0.692
H -0.28675 5.70019 -3.52235 0.05 -0.02 -0.02 0.405
H -0.28749 5.94533 -1.78210 0.03 -0.03 0.02 0.404
H -1.76546 5.41025 -2.60632 0.02 -0.04 -0.02 0.340
H 1.00258 3.66326 -4.10475 0.03 -0.01 0.01 0.329
H -0.71937 3.38212 -4.39650 0.00 0.02 0.02 0.513
H 0.22486 2.18479 -3.49561 0.01 -0.04 0.02 -0.027
H -1.78024 4.58575 -0.41238 0.04 0.01 0.00 0.604
H -0.17683 4.74915 0.30653 -0.03 -0.01 0.00 0.397
H -1.16967 3.32772 0.66203 -0.02 0.02 -0.03 -0.789
C 3.43603 2.84026 -2.02897 0.05 -0.10 0.04 -1.388
C 3.59898 1.31652 -2.06387 -0.26 0.09 0.01 0.686
C 2.61660 0.65946 -3.04016 0.06 -0.03 0.04 -1.397
P 3.37580 0.59220 -0.39596 0.32 0.22 0.05 -0.514
C 4.68882 1.26530 0.72459 -0.11 0.19 -0.04 0.863
C 6.05152 1.42619 0.03766 0.03 -0.02 0.03 -1.498
C 4.28742 2.59919 1.38685 0.13 -0.13 -0.07 -1.392
C 3.65020 -1.22284 -0.61810 -0.08 -0.04 0.28 1.237
C 3.38727 -1.99101 0.68390 0.06 0.00 -0.10 -1.247
C 5.01036 -1.60337 -1.20615 -0.04 -0.06 -0.07 -1.881
H 3.48407 3.23324 -3.04473 -0.03 0.00 -0.01 0.509
H 4.22979 3.32285 -1.46133 -0.03 0.00 0.01 0.237
H 2.47752 3.11881 -1.58792 -0.02 0.03 -0.05 0.103
H 4.61913 1.07378 -2.36648 0.07 -0.01 0.02 0.856
H 1.59264 0.77247 -2.67277 0.02 -0.03 -0.04 -0.088
H 2.83429 -0.40033 -3.18818 -0.01 0.05 -0.02 0.314
H 2.68964 1.14308 -4.01550 -0.01 0.01 0.03 0.563
H 4.77130 0.50886 1.51107 -0.02 -0.07 -0.02 0.237
H 6.01312 2.18181 -0.74864 0.00 -0.02 0.05 0.297
H 6.43637 0.50560 -0.39178 0.00 0.01 0.00 0.313
H 6.77491 1.76978 0.77987 -0.03 0.00 -0.03 0.488
H 4.52573 3.44210 0.73879 -0.02 -0.02 -0.01 0.370
H 4.85228 2.73282 2.31092 0.02 -0.01 -0.05 0.459
H 3.22960 2.65298 1.62587 -0.11 0.00 0.08 0.050
H 2.87744 -1.50477 -1.33820 -0.08 0.03 0.00 -0.271
H 4.22085 -1.86716 1.38064 -0.05 -0.01 -0.06 0.447
H 3.30263 -3.05960 0.47514 0.04 0.04 0.00 0.599
H 2.46757 -1.66085 1.17499 0.02 -0.05 0.00 -0.158
H 5.80989 -1.46716 -0.47975 -0.01 0.00 0.00 0.400
H 5.25537 -1.04625 -2.11044 0.02 -0.01 0.02 0.394
H 4.99473 -2.66271 -1.47063 0.00 0.03 0.01 0.470
```
Positions in Å, forces in eV/Å.

***

No. 2
ORCA calculation (wB97M-V/def2-TZVPD) on a cluster of 13 separate species, C46H60FN7O5 in total at a distorted geometry.

Output
- HOMO level (eV) = -9.27
- strongest force on any atom (hartree/bohr) = 0.0345
- LUMO level (eV) = 0.53
- total charge = 0

Geometry as XYZ:
```
119
Properties=species:S:1:pos:R:3:forces:R:3:mulliken_charge:R:1
N 0.09810 3.47808 -1.25448 0.25 0.37 -0.13 0.253
C 1.11709 2.97265 -1.97165 -0.60 0.35 0.33 0.291
C 1.82527 3.72071 -2.91526 -0.11 -0.14 0.64 -0.999
C 1.47474 5.05279 -3.05817 0.43 -0.32 -0.70 -0.423
C 0.48840 5.59819 -2.27457 -0.82 0.36 -0.28 -0.991
C -0.20201 4.77472 -1.40665 0.67 -0.50 0.52 -0.024
H 1.30253 1.93799 -1.71265 0.40 0.17 -0.52 0.441
H 2.63537 3.28309 -3.47932 -0.10 -0.09 -0.01 0.445
H 1.93516 5.65848 -3.83004 0.17 0.01 0.13 0.386
H 0.18143 6.62096 -2.45764 0.04 0.04 0.33 0.410
H -0.92328 5.15679 -0.69280 -0.20 0.15 -0.31 0.383
N 1.73236 2.32693 3.77461 0.50 0.58 0.19 -0.074
C 2.36074 3.46298 4.14410 -0.26 -0.79 -0.31 -0.774
C 2.17102 4.67721 3.51859 -0.30 0.19 0.28 -0.284
C 1.24513 4.75992 2.48284 0.12 0.02 -0.16 -0.810
C 0.61809 3.60075 2.06836 0.15 -0.29 -0.17 0.486
C 0.91516 2.41721 2.73165 -0.12 -0.22 0.28 -0.884
H 3.08452 3.38292 4.94493 -0.07 -0.11 0.14 0.392
H 2.70695 5.52870 3.91770 -0.04 0.14 -0.26 0.451
H 1.03475 5.69001 1.96933 0.10 0.08 0.08 0.423
H -0.02618 3.54637 1.20096 -0.09 0.18 0.05 0.425
H 0.45906 1.48292 2.41645 -0.09 0.03 -0.05 0.691
N 5.86514 1.53035 3.08553 -0.24 -0.04 0.14 -0.659
C 5.06955 2.45861 2.55660 0.54 0.20 -0.36 -0.363
C 4.20051 2.21747 1.50169 -0.82 -0.19 1.23 -0.651
C 4.01276 0.90115 1.12756 0.75 0.13 -1.02 0.698
C 4.86614 -0.09106 1.60526 -0.52 0.87 0.12 -0.461
C 5.75950 0.29362 2.61320 -0.31 -0.81 -0.49 -0.485
H 5.17717 3.45074 2.97900 -0.04 0.08 -0.06 0.471
H 3.49043 2.96912 1.17923 0.27 0.19 -0.18 0.465
H 3.30794 0.71435 0.32632 -0.07 -0.29 0.13 0.193
H 4.75095 -1.07654 1.17456 0.33 -0.23 0.40 0.452
H 6.37797 -0.46843 3.07490 0.20 0.12 0.00 0.371
N 0.87173 -0.19603 -1.31702 -0.08 -0.01 -0.10 0.184
C 0.72189 -0.49555 -0.02862 0.03 -0.05 0.55 -0.575
C -0.47684 -0.87897 0.54744 -0.34 -0.47 -0.69 -0.238
C -1.58048 -0.97909 -0.29907 -0.40 0.64 0.45 -0.341
C -1.46643 -0.50269 -1.58819 0.22 -0.09 -1.00 -0.585
C -0.22074 -0.16504 -2.08398 0.24 -0.34 0.63 -0.799
H 1.59530 -0.46314 0.61393 0.13 0.01 -0.24 0.024
H -0.54053 -1.17089 1.58700 0.05 0.09 0.04 0.355
H -2.54831 -1.31357 0.05536 0.06 -0.11 0.09 0.681
H -2.25429 -0.42814 -2.32947 -0.40 -0.33 0.43 0.596
H -0.09766 0.06046 -3.13473 0.22 0.29 0.04 0.114
N 2.19741 -2.33405 2.60866 0.06 0.17 0.06 0.053
C 2.17729 -1.30093 3.45273 -0.27 0.39 0.77 -0.113
C 1.73617 -1.38443 4.77323 -0.33 -0.64 -0.82 -0.989
C 1.16296 -2.58772 5.18862 0.59 1.20 0.48 -0.356
C 1.16436 -3.66373 4.32629 0.32 -0.10 0.11 -0.633
C 1.74894 -3.49879 3.07457 -0.51 -0.15 0.03 -0.439
H 2.47187 -0.30463 3.14085 0.30 -0.20 -0.49 0.413
H 1.78462 -0.50086 5.39190 -0.07 -0.02 0.08 0.477
H 0.79051 -2.58666 6.20610 -0.21 -0.55 -0.08 0.424
H 0.78735 -4.62374 4.65027 -0.07 -0.04 -0.17 0.451
H 1.79174 -4.34685 2.40000 0.10 0.04 -0.10 0.453
N -3.48462 1.83220 2.42606 0.04 0.36 -0.38 -0.516
C -3.33668 3.11947 2.74212 -0.63 0.23 0.24 -0.494
C -3.20640 4.14784 1.81585 0.38 -0.60 -0.04 -0.623
C -3.03311 3.78172 0.48963 -0.33 0.25 0.32 -0.719
C -3.16718 2.44623 0.13644 0.15 0.40 -0.13 0.094
C -3.44641 1.51581 1.12538 0.38 0.16 0.05 -0.364
H -3.40806 3.36391 3.79570 0.09 -0.09 0.06 0.398
H -3.17932 5.17883 2.13686 0.10 0.01 0.03 0.430
H -2.82199 4.55586 -0.23563 -0.12 -0.20 -0.19 0.703
H -3.01758 2.17983 -0.90032 -0.07 -0.28 0.05 0.238
H -3.57733 0.47102 0.87883 -0.05 -0.05 0.03 0.676
N -4.54911 -5.15636 1.98191 0.48 0.04 0.26 -0.539
C -3.78624 -4.04689 1.94260 -0.45 -0.66 0.14 -0.621
C -2.40460 -4.07738 1.99112 -0.25 0.34 0.40 0.144
C -1.78063 -5.30544 2.08124 0.86 -0.28 -0.92 -0.301
C -2.52348 -6.46019 2.10446 -1.30 -0.23 -0.07 -0.504
C -3.91854 -6.32925 2.09468 0.22 0.58 0.18 -0.295
H -4.33527 -3.11581 1.91297 0.09 0.13 -0.14 0.526
H -1.84852 -3.15011 2.02350 0.04 -0.01 -0.13 0.411
H -0.70662 -5.38679 1.95314 0.07 0.16 0.40 0.384
H -2.12248 -7.46401 2.07317 0.33 0.13 0.20 0.403
H -4.55265 -7.19266 2.24714 -0.06 -0.13 -0.29 0.362
C -1.97568 -0.54119 4.75022 -0.54 0.27 0.19 -0.469
O -2.64261 -0.58363 3.50534 -0.16 -0.08 -0.08 -0.374
H -1.32301 0.33557 4.79386 0.36 -0.23 0.12 0.195
H -2.67261 -0.46730 5.59593 -0.12 0.09 -0.09 0.386
H -1.44627 -1.47862 4.90752 0.30 0.12 -0.26 0.038
H -3.06377 0.29076 3.33933 0.23 -0.36 0.05 0.429
C 4.32877 0.28175 -2.27302 0.68 -0.76 0.06 -0.810
O 3.05261 0.45483 -2.83028 -0.33 0.08 -0.10 -0.497
H 5.07193 0.30265 -3.07218 -0.08 0.21 -0.10 0.366
H 4.62103 1.02002 -1.52342 -0.25 0.27 -0.09 0.308
H 4.45542 -0.70181 -1.80678 -0.24 -0.01 0.08 0.213
H 2.32333 0.07840 -2.26352 0.58 0.26 -0.01 0.579
C 1.85321 1.48143 -6.28773 0.44 0.02 -0.40 -0.789
O 1.55993 1.31247 -4.92216 -0.06 -0.54 -0.04 -0.271
H 0.99519 1.28219 -6.93549 -0.35 0.33 0.43 0.233
H 2.21605 2.50439 -6.43824 -0.06 -0.06 -0.39 0.281
H 2.59233 0.77792 -6.69411 0.24 0.08 0.43 0.332
H 2.36146 1.03753 -4.42920 -0.43 0.01 -0.02 0.404
C 2.32599 -3.54320 -0.91169 -0.26 0.18 0.37 -0.477
O 3.25714 -2.77415 -0.16109 -0.05 0.03 -0.30 -0.420
H 1.34200 -3.06082 -0.89719 -0.03 -0.15 -0.07 0.042
H 2.63289 -3.61786 -1.95285 0.24 0.05 0.06 0.264
H 2.23387 -4.54960 -0.48775 -0.04 -0.04 -0.14 0.335
H 2.81854 -2.53848 0.67269 0.16 -0.01 0.20 0.430
C -5.26122 -0.17293 -1.68974 -0.22 0.80 -0.73 -0.468
O -5.23472 -1.05690 -0.59520 0.23 -0.12 0.04 -0.428
H -4.65696 0.73358 -1.54857 -0.05 -0.12 0.29 0.058
H -4.86984 -0.63137 -2.60037 0.01 -0.45 0.31 0.239
H -6.27838 0.15813 -1.93221 0.04 -0.08 0.09 0.379
H -5.79323 -0.68931 0.09609 0.02 -0.06 0.01 0.291
F -0.57267 -2.87777 -3.71507 -0.06 0.43 0.00 -0.211
C -1.46740 -2.59778 -4.68612 -0.61 -0.90 0.35 0.433
C -1.53828 -1.36526 -5.27545 1.38 1.06 -0.34 0.099
C -2.33045 -1.15263 -6.38625 -0.93 -0.61 -0.32 -0.625
C -3.12053 -2.19487 -6.85952 -0.34 -0.47 0.13 -0.517
C -3.12934 -3.41289 -6.18412 0.31 -0.11 0.67 -0.447
C -2.33606 -3.61039 -5.05347 0.05 0.09 -0.60 -0.659
H -0.82932 -0.58276 -5.02316 -0.06 -0.10 0.30 0.301
H -2.36976 -0.19544 -6.88713 0.20 0.06 0.10 0.435
H -3.77590 -2.11072 -7.71664 0.16 0.31 -0.08 0.382
H -3.72478 -4.26342 -6.48944 -0.21 0.24 -0.25 0.365
H -2.35138 -4.55312 -4.52473 0.14 0.01 0.02 0.451
```
Positions in Å, forces in eV/Å.